a:
Molecular formula: C4H14N3
Method: DFT, ωB97M-V with the def2-TZVPD basis set

Each line ends with the Mulliken charge.
Element x y z (Å)
H -0.06845 -0.02839 -4.09972  0.40
H 0.66117 0.27350 -1.25116  0.35
C -0.91696 -0.38359 -3.45280  -0.77
H 3.29083 12.79096 28.65169  0.00
H -2.60336 -1.80722 -3.74844  0.29
N 1.30951 -1.62407 -0.65079  -0.50
C -1.87815 -1.11464 -4.35640  -0.58
C -0.32602 -1.31916 -2.39466  0.48
H 2.90019 12.43287 28.02046  0.00
H -1.10018 -1.49014 -1.61598  0.37
N 0.07200 -2.56536 -2.97476  -0.53
N -1.08746 -1.84878 -5.35388  -0.40
C 0.91057 -0.69893 -1.69168  -0.64
H 2.19019 -1.40945 -0.24299  0.26
H -2.51034 -0.42757 -4.93397  0.42
H -0.46667 -3.36346 -2.59111  0.33
H -0.48464 -2.45304 -4.81292  0.25
H -1.38967 0.48867 -3.00623  0.42
H -1.60093 -2.35229 -5.98744  0.25
H 1.39954 -2.53394 -1.03523  0.22
H 1.69883 -0.56594 -2.47199  0.38

Its net charge is +1. Its LUMO energy is -8.70 eV. For the gap between HOMO and LUMO, the calculation gives 5.37 eV. The HOMO energy comes out at -14.074 eV.

b:
Molecular formula: C4H14N3
Method: DFT, ωB97M-V with the def2-TZVPD basis set

Each line ends with the Mulliken charge.
Element x y z (Å)
H -0.83339 -0.38032 1.27979  0.27
H 0.15496 -2.32500 2.17928  0.25
C 0.13930 -0.27994 1.78906  -0.38
N 1.08167 1.21865 0.05701  -0.24
H 0.17697 0.60926 2.44258  0.39
N 0.47808 -1.46266 2.65161  -0.62
H -0.14109 -1.36715 3.46302  0.27
C 1.25063 -0.12646 0.75490  -0.73
H 1.44057 -0.87431 0.02417  0.36
H -1.56216 1.74442 -2.42322  0.31
C -0.68314 1.08920 -2.38586  -1.10
H 2.19825 0.02731 1.32919  0.40
C -0.79298 -0.23114 -2.03320  -0.01
H -2.65972 -0.25323 -1.39905  0.24
H 0.20702 1.44550 -2.90154  0.36
H 1.07974 1.95273 0.77070  0.37
N -1.91417 -0.89880 -1.60321  -0.45
H 1.85612 1.38684 -0.59279  0.38
H -1.77022 -1.63055 -0.90353  0.26
H 0.21192 1.23132 -0.50098  0.25
H 0.08164 -0.87566 -1.99795  0.43

Its net charge is +1. Its LUMO energy is -3.23 eV. For the gap between HOMO and LUMO, the calculation gives 9.33 eV. The HOMO energy comes out at -12.560 eV.

Least stable: a

a:
Molecular formula: C4H14N3
Method: DFT, ωB97M-V with the def2-TZVPD basis set

Each line ends with the Mulliken charge.
Element x y z (Å)
N 2.10903 -1.99345 1.19952  -0.59
N -1.73818 2.03007 -0.65457  -0.40
N 0.16022 0.35837 0.17035  -0.22
H 0.99555 0.65149 0.62846  0.23
H 0.97107 -0.70814 2.37521  0.36
H 2.55749 -2.55812 1.85740  0.22
H -1.74057 0.03573 -1.42470  0.27
C -1.19789 1.01748 -1.67940  -0.57
H 0.79410 1.77454 -1.14109  0.33
H -1.15320 -1.28921 0.55423  0.29
C 0.77297 -1.47610 1.66338  -0.64
H 0.90185 0.07413 -1.85061  0.41
C -0.08412 -1.07652 0.46114  -0.43
H 0.38635 -1.83810 -0.40748  0.28
H 0.24591 -2.41689 2.13134  0.34
C 0.25085 0.74096 -1.22515  -0.71
H 2.84156 -1.29989 1.09729  0.20
H -2.60674 2.61344 -0.99254  0.38
H -2.07897 1.42686 0.14600  0.41
H -1.40342 1.23853 -2.65901  0.47
H -0.98387 2.69481 -0.24978  0.37

Its net charge is +1. Its LUMO energy is -3.59 eV. For the gap between HOMO and LUMO, the calculation gives 8.84 eV. The HOMO energy comes out at -12.430 eV. The SMILES is NCCNCC[NH3+].

b:
Molecular formula: C4H14N3
Method: DFT, ωB97M-V with the def2-TZVPD basis set

Each line ends with the Mulliken charge.
Element x y z (Å)
N -0.40505 1.45895 0.06713  -0.34
H 2.87749 0.14177 -1.74776  0.33
C 1.25323 -1.16917 -1.15746  -0.41
C -0.74053 0.60452 1.19411  -0.27
H -0.66961 -0.84289 -1.89628  0.28
H 2.30524 0.41463 -0.09847  0.28
H 0.50022 0.02155 -2.66049  0.29
H -2.69642 1.30809 1.36718  0.27
H 0.41900 2.05294 0.20744  0.35
H 1.51740 -2.00382 -1.80441  0.39
H 0.81554 -1.53281 -0.22779  0.27
H -3.46062 -0.46763 2.56606  0.27
H -2.06673 -1.35081 2.40386  0.24
C -1.99722 0.52610 1.65270  -0.30
H -0.05380 0.76629 -0.88781  0.38
H 3.24679 -1.03732 -0.46863  0.34
H -1.16021 2.12610 -0.07157  0.32
N 0.18230 -0.30809 -1.75316  -0.58
H 0.09036 0.07646 1.63908  0.40
N -2.45134 -0.43349 2.52999  -0.50
C 2.49396 -0.35137 -0.85374  -1.03

Its net charge is +1. Its LUMO energy is -2.69 eV. For the gap between HOMO and LUMO, the calculation gives 9.58 eV. The HOMO energy comes out at -12.273 eV.

c:
Molecular formula: C4H14N3
Method: DFT, ωB97M-V with the def2-TZVPD basis set

Each line ends with the Mulliken charge.
Element x y z (Å)
C -0.02254 0.73566 0.40763  -0.04
C 0.38091 -0.67971 0.86892  -0.91
H 0.99569 -2.94221 -0.66331  0.14
H 0.75884 1.18632 -1.71110  0.33
H -3.14773 1.56425 -0.29867  0.21
N 1.39597 -2.11282 -0.78914  -0.55
H -0.39789 -1.30920 0.45935  0.44
N 0.06294 0.61566 -1.25575  -0.42
H -2.05719 0.17771 0.95742  0.39
H 2.22854 -2.10518 -1.43340  0.22
C -1.47194 1.08388 0.79026  -0.49
H -2.26193 2.76337 -0.06932  0.17
H -0.92274 0.92708 -1.65903  0.40
H 2.60978 -0.60997 0.12268  0.34
C 1.73986 -1.29147 0.43670  -0.44
N -2.19681 1.84798 -0.17928  -0.52
H 0.37776 -0.31419 -1.51646  0.33
H 0.68793 1.52484 0.56487  0.46
H 0.45218 -0.80661 1.93264  0.39
H -1.32567 1.72602 1.72294  0.29
H 2.11405 -1.98141 1.31206  0.27

Its net charge is +1. Its LUMO energy is -2.89 eV. For the gap between HOMO and LUMO, the calculation gives 10.47 eV. The HOMO energy comes out at -13.357 eV. The SMILES is NCC[C@@H]([NH3+])CN.

Least stable: a

a:
Molecular formula: C4H14N3
Method: DFT, ωB97M-V with the def2-TZVPD basis set

Each line ends with the Mulliken charge.
Element x y z (Å)
H -0.69663 -0.08042 2.03136  0.22
C 0.30242 -1.68036 -3.34434  -1.17
H 0.80661 -0.72230 2.28027  0.22
N -1.34658 -1.09079 -1.67701  -0.30
H -0.47352 -2.36224 -3.54735  0.33
N 0.80701 -0.52864 -1.22565  -0.21
N 0.25237 -0.11798 1.63099  -0.68
H -0.28389 3.19790 2.34989  0.29
H 0.51861 2.17407 3.41185  0.29
C -0.24571 2.10485 2.61902  -1.09
H 0.60572 -0.38980 -0.29811  0.25
H 1.73797 -0.30489 -1.52998  0.22
H -1.52685 -0.60159 -0.75412  0.23
H -0.00396 1.58291 0.57767  0.18
H -2.04043 -1.65088 -2.14469  0.24
C -0.10493 -1.08114 -1.99900  0.78
H 1.44760 1.76672 1.32613  0.36
H 1.27823 -2.14983 -3.61601  0.36
H -1.24068 1.73530 2.89617  0.42
C 0.45716 1.35012 1.58720  -0.27
H 0.17002 -0.81261 -4.03960  0.33

Its net charge is +1. Its LUMO energy is -2.90 eV. For the gap between HOMO and LUMO, the calculation gives 10.51 eV. The HOMO energy comes out at -13.412 eV.

b:
Molecular formula: C4H14N3
Method: DFT, ωB97M-V with the def2-TZVPD basis set

Each line ends with the Mulliken charge.
Element x y z (Å)
H -0.83110 -2.24836 -1.19159  0.41
N -0.58539 2.11904 0.44880  -0.57
C 1.50836 0.02177 -0.80383  -1.56
C 0.40811 -0.18453 0.29602  0.51
H -1.48099 -0.77152 0.60353  0.45
H -0.03010 -1.36825 1.82914  0.19
H -0.39531 0.79791 2.16627  0.38
H -2.15408 -1.33810 -1.84271  0.38
H -0.87125 2.77687 1.14846  0.27
N -1.00012 -0.41492 -0.28261  -0.16
C 0.11186 1.11841 1.18198  -0.76
H -0.73538 -0.92106 -2.38358  0.35
H 1.54644 -0.86824 -1.38319  0.46
C -1.16109 -1.27225 -1.46396  -1.00
H 1.07755 1.39347 1.56031  0.45
H 1.50323 -1.79500 1.27536  0.20
N 0.65951 -1.27011 1.08624  -0.46
H 0.09036 2.47780 -0.15821  0.19
H 1.28481 0.82051 -1.50969  0.40
H 2.39458 0.36713 -0.18550  0.41
H -1.34001 0.55942 -0.39124  0.48

Its net charge is +1. Its LUMO energy is -2.88 eV. For the gap between HOMO and LUMO, the calculation gives 10.79 eV. The HOMO energy comes out at -13.673 eV. The SMILES is C[NH2+][C@](C)(N)CN.

Least stable: b

a:
Molecular formula: C4H13N2O2
Method: DFT, ωB97M-V with the def2-TZVPD basis set

Each line ends with the Mulliken charge.
Element x y z (Å)
H -1.53502 -0.93213 2.55215  0.24
N -1.23070 -1.16944 -0.91948  -0.52
H 2.59483 0.69458 -0.07231  0.35
H -2.07050 0.37320 3.56102  0.43
O -0.82861 1.06684 2.04362  -0.58
H -0.89341 1.09487 0.56833  0.35
H 1.14498 -1.35553 -2.79963  0.40
H -0.92323 -2.15822 -1.10385  0.29
H 1.29511 -1.43921 -0.27825  0.27
H -0.40887 1.42424 2.85214  0.35
H 0.38322 1.38220 -0.61805  0.38
C 1.79729 -0.74194 -2.24879  -1.34
H -2.76642 0.16513 1.97844  0.29
H -1.24463 1.69851 -1.00485  0.39
C -0.31550 -0.39298 -0.78913  0.11
O 1.63966 0.60926 -0.10628  -0.55
C -1.87870 0.16418 2.57872  -0.71
H 2.81345 -1.15683 -2.18103  0.36
C 1.17258 -0.49333 -0.82854  0.36
N -0.57629 1.00438 -0.44783  -0.27
H 1.83076 0.16220 -2.73640  0.40

Its net charge is +1. Its LUMO energy is -2.90 eV. For the gap between HOMO and LUMO, the calculation gives 12.00 eV. The HOMO energy comes out at -14.900 eV.

b:
Molecular formula: C4H13N2O2
Method: DFT, ωB97M-V with the def2-TZVPD basis set

Each line ends with the Mulliken charge.
Element x y z (Å)
C -1.73885 -1.11110 0.27094  -0.76
H -3.18180 -2.39369 -0.60844  0.35
H -2.18818 -3.15404 0.54014  0.36
H -1.83714 -0.90666 1.33740  0.36
H 0.97301 1.23426 1.61574  0.27
H -1.61497 -2.68149 -0.93748  0.35
C -0.35474 -1.00159 -0.35337  0.91
H 2.47917 3.78555 -0.71647  0.29
C 0.10229 0.92899 1.01713  -1.06
H -0.42439 0.54273 1.89062  0.41
H 2.52556 0.46852 -0.10750  0.34
H -2.35454 -0.29256 -0.09697  0.29
C 1.67818 0.19752 -0.73076  -0.99
N 0.51755 -0.10717 0.08344  -0.01
H -0.31756 1.78854 0.49703  0.37
O 2.22682 3.03621 -0.15888  -0.55
H 1.48722 1.03134 -1.40869  0.36
H 2.00504 -0.63790 -1.34865  0.33
N -2.27055 -2.40921 -0.14985  -0.21
O -0.18699 -1.71954 -1.34267  -0.70
H 2.47489 3.40131 0.70728  0.29

Its net charge is +1. Its LUMO energy is -3.36 eV. For the gap between HOMO and LUMO, the calculation gives 10.14 eV. The HOMO energy comes out at -13.494 eV.

Least stable: a